<w>
Below is C2H4N2OS in the gas phase, with properties calculated with ωB97M-V/def2-TZVPD.

Last column: natural (NBO) charge in e.
Cartesian coordinates (Å):
C: 0.07604 -0.56368 0.01077  0.654
C: 0.08630 1.80027 0.01572  0.040
H: -0.97616 -0.96947 -1.65129  0.404
H: -0.82234 -2.44719 -0.41591  0.437
H: 0.90171 -0.34098 1.75217  0.369
H: -0.01117 2.53260 -0.82852  0.202
N: -0.54490 -1.49913 -0.86932  -0.862
N: 0.70232 -1.03118 1.06498  -0.717
O: -0.20832 0.69204 -0.51065  -0.488
S: 0.79652 1.82672 1.43206  -0.040

Output
Charge ... 0
Highest occupied orbital energy ... -8.904 eV
SMILES ... [H]/N=C(/N)OC=S

---

<x>
Below is C2H4N2OS in the gas phase, with properties calculated with ωB97M-V/def2-TZVPD.

Last column: natural (NBO) charge in e.
Cartesian coordinates (Å):
C: 1.08150 0.72632 0.07723  -0.144
C: -2.52486 -0.15511 -0.10419  -0.078
H: 3.35368 -1.13640 -0.09784  0.488
H: 0.60021 1.74733 0.23680  0.235
H: -2.92597 -1.16842 -0.08892  0.160
H: -3.16332 0.79001 -0.10517  0.185
N: 2.41433 0.57332 0.05346  -0.134
N: -1.30522 0.16770 -0.03048  -0.619
O: 2.41694 -0.81368 -0.16335  -0.610
S: 0.05270 -0.73107 0.22246  0.516

Output
Charge ... 0
Highest occupied orbital energy ... -8.661 eV
SMILES ... C=NS/C=N\O

---

Which is most stable, and by how much? <w>, by 177.4 kJ/mol.